Entry 1:
{"formula": "C3H4ClI", "method": "ωB97M-V/def2-TZVPD", "elements": ["C", "C", "C", "Cl", "I", "H", "H", "H", "H"], "coordinates": [[1.849, -1.614, 0.184], [1.924, -0.331, 0.203], [-0.384, 0.502, -0.203], [3.155, -2.786, -0.116], [3.556, 0.871, 0.027], [0.868, -2.016, 0.155], [-0.861, 1.033, 0.613], [-0.642, -0.530, -0.296], [0.086, 0.930, -1.039]], "spin_multiplicity": 3, "s2": 2.02, "de_lowest_kcal_mol": 37.06, "homo_energy_ev": [-7.62, -9.41], "homo_lumo_gap_ev": [8.019, 7.094]}

***

Entry 2:
{"formula": "C19H32Br6N3PS", "method": "ωB97M-V/def2-TZVPD", "elements": ["C", "C", "C", "C", "C", "N", "C", "P", "C", "C", "C", "C", "C", "C", "N", "S", "N", "C", "H", "H", "H", "H", "H", "H", "H", "H", "H", "H", "H", "H", "H", "H", "H", "H", "H", "H", "H", "H", "Br", "C", "C", "Br", "H", "H", "H", "H", "Br", "C", "C", "Br", "H", "H", "H", "H", "Br", "C", "C", "Br", "H", "H", "H", "H"], "coordinates": [[2.478, -2.239, -0.284], [2.962, -1.152, -1.299], [1.834, -0.249, -1.910], [0.499, -0.243, -1.160], [0.343, 0.068, 0.181], [1.469, 0.434, 0.960], [-1.001, 0.021, 0.820], [-1.358, 0.356, 2.608], [-0.015, 1.337, 3.439], [-0.338, 1.329, 4.979], [-1.498, -1.323, 3.438], [-2.403, -2.299, 2.611], [-2.098, -0.294, 0.058], [-2.021, -0.616, -1.347], [-3.034, -0.934, -2.149], [-2.296, -1.200, -3.603], [-0.743, -0.923, -3.226], [-0.679, -0.576, -1.929], [2.538, -1.836, 0.739], [3.170, -3.104, -0.345], [1.471, -2.639, -0.487], [3.582, -1.658, -2.059], [3.652, -0.481, -0.742], [1.644, -0.625, -2.935], [2.166, 0.799, -2.049], [1.371, 1.397, 1.281], [2.325, 0.437, 0.411], [-0.022, 2.395, 3.117], [0.986, 0.876, 3.356], [-0.430, 0.281, 5.327], [0.495, 1.789, 5.542], [-1.300, 1.816, 5.214], [-1.816, -1.244, 4.488], [-0.480, -1.774, 3.406], [-3.221, -1.759, 2.111], [-2.744, -3.157, 3.209], [-1.768, -2.709, 1.798], [-3.088, -0.319, 0.534], [-0.026, 3.140, -2.957], [0.488, 4.358, -1.528], [1.958, 4.677, -1.585], [3.025, 3.198, -0.903], [0.188, 3.893, -0.592], [-0.105, 5.257, -1.690], [2.196, 5.522, -0.940], [2.312, 4.886, -2.592], [4.993, 5.614, -5.193], [4.058, 3.941, -5.539], [4.240, 2.966, -4.407], [6.003, 2.142, -4.451], [4.423, 3.565, -6.491], [3.009, 4.217, -5.640], [3.538, 2.139, -4.497], [4.132, 3.424, -3.429], [-5.935, -3.206, 2.789], [-5.085, -4.840, 2.163], [-6.052, -5.995, 2.150], [-6.359, -6.685, 3.944], [-4.223, -5.013, 2.801], [-4.745, -4.615, 1.153], [-5.639, -6.832, 1.589], [-7.023, -5.732, 1.741]], "homo_energy_ev": -7.82, "homo_lumo_gap_ev": 7.399}

***

Entry 3:
{"formula": "C3H6N2S", "method": "ωB97M-V/def2-TZVPD", "elements": ["C", "C", "C", "N", "N", "S", "H", "H", "H", "H", "H", "H"], "coordinates": [[-0.595, -0.238, 0.794], [-1.280, -0.352, -0.593], [1.330, 0.094, -0.586], [1.523, 1.077, 0.382], [0.821, -0.210, 0.651], [-0.720, 0.953, -1.595], [-0.848, 0.725, 1.397], [-0.990, -1.103, 1.334], [-0.900, -1.344, -0.989], [-2.420, -0.204, -0.384], [1.745, -0.654, -1.279], [2.334, 1.257, 0.868]], "de_lowest_kcal_mol": 119.08, "homo_energy_ev": -8.09, "homo_lumo_gap_ev": 8.253}

***

Entry 4:
{"formula": "C19H23F13O7S2", "method": "ωB97M-V/def2-TZVPD", "elements": ["O", "C", "O", "C", "C", "C", "C", "C", "F", "F", "C", "F", "F", "C", "F", "F", "C", "F", "F", "C", "F", "F", "C", "F", "F", "F", "O", "H", "H", "H", "H", "H", "H", "H", "C", "C", "C", "S", "O", "O", "C", "H", "H", "H", "H", "H", "H", "H", "H", "C", "C", "C", "S", "O", "O", "C", "H", "H", "H", "H", "H", "H", "H", "H"], "coordinates": [[3.216, 6.176, -0.755], [3.727, 5.461, -1.484], [4.995, 5.647, -1.996], [5.268, 4.519, -2.825], [4.007, 3.625, -2.874], [4.236, 2.121, -2.709], [2.905, 1.350, -2.380], [2.240, 0.970, -3.716], [2.503, 1.818, -4.732], [2.773, -0.240, -4.083], [0.691, 0.749, -3.669], [0.261, 0.722, -4.947], [0.413, -0.431, -3.093], [-0.103, 1.836, -2.868], [0.488, 3.013, -3.105], [-0.036, 1.486, -1.565], [-1.619, 1.880, -3.231], [-1.791, 2.631, -4.331], [-2.091, 0.665, -3.556], [-2.558, 2.426, -2.105], [-3.760, 2.609, -2.691], [-2.767, 1.543, -1.130], [-2.165, 3.816, -1.494], [-1.399, 3.669, -0.428], [-3.300, 4.369, -1.040], [-1.666, 4.658, -2.365], [3.161, 4.297, -1.928], [6.207, 3.960, -2.651], [5.464, 4.970, -3.819], [3.557, 3.880, -3.852], [4.738, 1.736, -3.609], [4.900, 1.991, -1.832], [2.315, 2.041, -1.764], [3.157, 0.430, -1.834], [-3.247, -0.122, 3.699], [-3.467, -0.040, 2.184], [-2.159, 0.453, 1.556], [-0.844, -0.080, 2.654], [-0.219, 1.088, 3.227], [-0.073, -1.116, 2.009], [-1.905, -0.821, 3.884], [-4.052, -0.663, 4.196], [-3.206, 0.886, 4.121], [-3.708, -1.034, 1.798], [-4.298, 0.619, 1.931], [-1.997, 0.025, 0.571], [-2.128, 1.541, 1.499], [-1.477, -0.677, 4.875], [-1.982, -1.884, 3.656], [0.413, -5.798, 3.289], [-0.438, -6.808, 4.069], [-1.866, -6.254, 4.128], [-2.068, -5.235, 2.666], [-2.239, -3.863, 3.080], [-2.986, -5.875, 1.759], [-0.402, -5.435, 2.053], [1.385, -6.210, 3.019], [0.582, -4.907, 3.900], [-0.436, -7.767, 3.545], [-0.042, -6.981, 5.070], [-2.610, -7.048, 4.116], [-2.014, -5.621, 5.002], [-0.073, -4.514, 1.573], [-0.411, -6.253, 1.332]], "smiles": "O=C1OC[C@@H](CCC(F)(F)C(F)(F)C(F)(F)C(F)(F)C(F)(F)C(F)(F)F)O1.O=S1(=O)CCCC1.O=S1(=O)CCCC1", "homo_energy_ev": -10.11, "homo_lumo_gap_ev": 10.697}

***

Entry 5:
{"formula": "C4H10N3", "method": "ωB97M-V/def2-TZVPD", "elements": ["C", "C", "C", "C", "N", "N", "N", "H", "H", "H", "H", "H", "H", "H", "H", "H", "H"], "coordinates": [[1.451, -0.024, -0.267], [2.156, 0.382, -1.281], [-1.582, -0.154, -0.970], [1.736, -0.427, 1.112], [-2.902, -0.268, -0.810], [-0.803, -0.059, 0.089], [-1.274, -0.246, 1.339], [1.668, 0.898, -2.173], [3.222, 0.539, -1.149], [-1.003, -0.149, -1.902], [1.756, 0.417, 1.886], [1.038, -1.209, 1.367], [2.749, -0.915, 1.351], [-3.535, -0.379, -1.502], [-1.155, 0.561, 1.930], [-0.717, -1.076, 1.914], [-3.306, -0.278, 0.096]], "de_lowest_kcal_mol": 118.26, "charge": 1, "homo_energy_ev": [-13.82, -13.82], "homo_lumo_gap_ev": [8.901, 8.902]}

***

Entry 6:
{"formula": "C26H27FN6PbSSe", "method": "ωB97M-V/def2-TZVPD", "elements": ["Pb", "Se", "C", "C", "C", "N", "C", "C", "H", "H", "H", "H", "C", "C", "N", "C", "S", "N", "C", "C", "H", "H", "H", "H", "H", "H", "H", "H", "H", "H", "H", "H", "N", "C", "C", "C", "C", "C", "C", "C", "N", "C", "C", "N", "C", "H", "H", "H", "H", "H", "H", "H", "F", "C", "C", "C", "C", "C", "C", "H", "H", "H", "H"], "coordinates": [[0.270, 0.841, -0.146], [0.886, 2.953, 1.635], [0.147, 4.355, 0.580], [0.339, 4.455, -0.797], [-0.246, 5.498, -1.496], [-0.995, 6.448, -0.941], [-1.165, 6.360, 0.377], [-0.629, 5.356, 1.164], [0.948, 3.732, -1.324], [-0.097, 5.575, -2.568], [-1.768, 7.139, 0.832], [-0.807, 5.354, 2.233], [-4.705, 2.699, 0.946], [-3.195, 2.710, 0.788], [-2.509, 2.390, 2.033], [-1.996, 1.208, 2.380], [-2.018, -0.125, 1.303], [-1.434, 1.137, 3.588], [-0.805, -0.029, 4.190], [-1.607, -0.560, 5.364], [-5.183, 2.950, 0.000], [-5.030, 3.426, 1.691], [-5.048, 1.712, 1.254], [-2.829, 3.686, 0.465], [-2.882, 1.981, 0.042], [-2.350, 3.162, 2.662], [-1.471, 1.968, 4.160], [0.205, 0.252, 4.493], [-0.713, -0.778, 3.408], [-1.761, 0.207, 6.125], [-1.079, -1.390, 5.833], [-2.584, -0.914, 5.034], [-2.354, -2.957, -10.490], [-1.912, -2.805, -9.442], [-1.357, -2.616, -8.128], [-1.936, -1.709, -7.247], [-1.400, -1.521, -5.988], [-0.272, -2.238, -5.596], [0.303, -3.151, -6.473], [-0.237, -3.338, -7.732], [0.287, -2.040, -4.310], [1.391, -2.678, -3.772], [1.579, -2.137, -2.543], [0.625, -1.176, -2.299], [-0.121, -1.143, -3.366], [-2.811, -1.150, -7.549], [-1.871, -0.817, -5.320], [1.172, -3.721, -6.187], [0.214, -4.047, -8.412], [1.931, -3.445, -4.291], [2.330, -2.376, -1.812], [-0.966, -0.491, -3.500], [4.290, -2.699, 3.369], [3.438, -1.986, 2.595], [2.147, -2.443, 2.432], [1.279, -1.695, 1.645], [1.678, -0.510, 1.028], [2.999, -0.099, 1.219], [3.891, -0.829, 1.997], [1.839, -3.361, 2.914], [0.268, -2.065, 1.506], [3.356, 0.822, 0.770], [4.912, -0.507, 2.151]], "de_lowest_kcal_mol": 4.59, "homo_energy_ev": -7.56, "homo_lumo_gap_ev": 7.257}

***

Entry 7:
{"formula": "C31H45ClIrN8O", "method": "ωB97M-V/def2-TZVPD", "elements": ["Ir", "C", "C", "N", "C", "C", "N", "C", "C", "N", "C", "C", "N", "C", "C", "C", "C", "C", "C", "C", "N", "H", "H", "H", "H", "H", "H", "H", "H", "H", "H", "H", "H", "H", "H", "H", "H", "H", "H", "H", "H", "H", "H", "H", "C", "C", "C", "C", "C", "O", "C", "C", "C", "C", "C", "C", "Cl", "C", "C", "C", "N", "C", "N", "C", "N", "H", "H", "H", "H", "H", "H", "H", "H", "H", "H", "H", "H", "H", "H", "H", "H", "H", "H", "H", "H", "H", "H"], "coordinates": [[1.349, 0.982, -1.931], [4.474, -2.090, -1.888], [3.264, -1.223, -1.965], [3.248, 0.062, -1.807], [4.474, 0.839, -1.851], [4.265, 1.894, -2.949], [2.827, 2.315, -3.112], [2.722, 3.702, -2.554], [1.311, 4.015, -2.184], [0.841, 2.971, -1.234], [-0.658, 3.012, -1.141], [-1.261, 2.412, -2.407], [-0.540, 1.165, -2.636], [-1.009, 0.142, -3.270], [-2.292, 0.179, -4.021], [-0.128, -1.059, -3.230], [-0.413, -2.325, -3.716], [0.514, -3.344, -3.509], [1.716, -3.092, -2.860], [1.972, -1.797, -2.435], [1.057, -0.846, -2.626], [5.208, -1.700, -1.187], [4.944, -2.185, -2.871], [4.196, -3.092, -1.565], [5.314, 0.219, -2.156], [4.716, 1.267, -0.877], [4.658, 1.558, -3.906], [4.840, 2.776, -2.672], [2.614, 2.321, -4.106], [3.130, 4.428, -3.258], [3.344, 3.731, -1.658], [0.686, 3.962, -3.075], [1.196, 5.012, -1.759], [1.198, 3.158, -0.299], [-0.997, 4.039, -1.000], [-0.949, 2.429, -0.267], [-1.126, 3.065, -3.273], [-2.332, 2.249, -2.289], [-2.291, 1.038, -4.696], [-3.138, 0.287, -3.344], [-2.452, -0.721, -4.603], [-1.342, -2.527, -4.227], [0.298, -4.342, -3.868], [2.436, -3.886, -2.716], [-1.261, 0.212, 6.188], [-0.472, 0.059, 4.875], [0.890, -0.540, 5.241], [-0.297, 1.471, 4.294], [-1.261, -0.883, 3.903], [-1.628, -2.077, 4.586], [-2.510, -0.188, 3.325], [-3.595, -1.146, 2.809], [-3.512, -1.523, 1.355], [-3.848, -0.601, 0.363], [-3.906, -0.975, -0.972], [-3.591, -2.279, -1.330], [-3.790, -2.797, -2.979], [-3.215, -3.206, -0.370], [-3.192, -2.823, 0.963], [-0.425, -1.563, 2.789], [0.199, -0.727, 1.743], [-0.154, -0.525, 0.479], [0.801, 0.214, -0.111], [1.724, 0.419, 0.885], [1.388, -0.145, 1.999], [-0.774, 0.969, 6.803], [-1.258, -0.703, 6.784], [-2.291, 0.539, 6.042], [1.320, 0.023, 6.070], [1.603, -0.501, 4.419], [0.785, -1.575, 5.572], [0.363, 2.043, 4.946], [-1.245, 2.008, 4.244], [0.155, 1.473, 3.301], [-2.049, -1.856, 5.425], [-2.211, 0.524, 2.547], [-2.950, 0.414, 4.117], [-4.570, -0.685, 2.977], [-3.579, -2.052, 3.413], [-4.157, 0.399, 0.648], [-4.293, -0.286, -1.711], [-3.012, -4.230, -0.657], [-2.966, -3.566, 1.720], [-1.070, -2.272, 2.277], [0.396, -2.112, 3.242], [-1.062, -0.905, 0.028], [2.638, 0.975, 0.757]], "de_lowest_kcal_mol": 17.65, "charge": 3, "homo_energy_ev": -15.86, "homo_lumo_gap_ev": 6.118}